Record 1
A molecular structure, C28H39CuO7PSiTe at a distorted geometry. Source: the OMol25 dataset; level of theory: the ωB97M-V functional and the def2-TZVPD basis.

Calculated values
frontier orbital gap	6.7	eV
largest force on an atom	2.15	eV/Å
HOMO energy	-4.28	eV
LUMO	2.442	eV

ORCA input file:
```
! RIJCOSX wB97M-V def2-TZVPD def2/J DEFGRID3
* xyz -1 1
Cu 0.631 0.631 -1.271
C 3.723 0.748 -1.613
O 2.710 1.112 -2.524
C 2.745 2.482 -2.847
C 1.337 2.943 -3.191
O 0.614 2.892 -1.985
C -0.734 3.270 -2.041
C -1.623 2.224 -2.714
O -1.624 1.070 -1.916
C -2.210 -0.037 -2.553
H 3.513 1.160 -0.622
H 4.701 1.099 -1.965
H 3.725 -0.336 -1.562
H 3.417 2.645 -3.704
H 3.098 3.067 -1.988
H 0.925 2.271 -3.951
H 1.353 3.974 -3.579
H -0.837 4.239 -2.557
H -1.034 3.369 -0.995
H -1.242 1.992 -3.721
H -2.645 2.626 -2.817
H -1.711 -0.251 -3.507
H -3.275 0.144 -2.742
H -2.085 -0.888 -1.891
O 0.727 1.334 0.584
Si -0.139 1.074 1.852
C -1.286 2.547 2.248
C -1.125 3.372 3.353
C -1.965 4.448 3.580
C -2.992 4.726 2.693
C -3.170 3.915 1.584
C -2.326 2.840 1.372
C 0.967 0.668 3.357
C 2.346 0.642 3.191
C 3.194 0.212 4.194
C 2.671 -0.211 5.404
C 1.299 -0.189 5.595
C 0.462 0.243 4.581
C -1.343 -0.408 1.844
C -0.917 -1.614 1.300
C -1.752 -2.714 1.245
C -3.045 -2.630 1.733
C -3.487 -1.437 2.279
C -2.641 -0.345 2.337
H -0.324 3.164 4.049
H -1.823 5.073 4.452
H -3.648 5.571 2.864
H -3.975 4.121 0.888
H -2.473 2.200 0.515
H 2.749 0.962 2.241
H 4.265 0.189 4.031
H 3.323 -0.565 6.192
H 0.881 -0.527 6.536
H -0.608 0.241 4.742
H 0.083 -1.671 0.901
H -1.394 -3.634 0.808
H -3.708 -3.489 1.691
H -4.501 -1.356 2.655
H -2.999 0.579 2.774
C -1.091 -5.492 -1.996
C -1.434 -4.260 -2.824
O -1.047 -3.081 -2.172
P 0.358 -2.353 -2.589
O 0.599 -1.321 -1.539
Te 0.506 -1.790 -4.840
O 1.343 -3.649 -2.215
C 2.705 -3.361 -2.332
C 3.325 -3.021 -0.986
H -1.485 -6.394 -2.464
H -1.522 -5.386 -1.003
H -0.012 -5.578 -1.895
H -2.522 -4.195 -2.974
H -0.956 -4.318 -3.814
H 2.834 -2.515 -3.026
H 3.190 -4.248 -2.763
H 2.829 -2.144 -0.577
H 4.390 -2.821 -1.103
H 3.188 -3.848 -0.294
*
```

=====

Record 2
A molecular structure, C28H39ErO5Si at a distorted geometry. Source: the OMol25 dataset; level of theory: the ωB97M-V functional and the def2-TZVPD basis.

Calculated values
frontier orbital gap (alpha / beta)	2.1 / 2.1	eV
largest force on an atom	3.61	eV/Å
HOMO energy (alpha / beta)	2.00 / 2.01	eV
<S²>	3.759
LUMO (alpha / beta)	4.145 / 4.145	eV

ORCA input file:
```
! RIJCOSX wB97M-V def2-TZVPD def2/J DEFGRID3
* xyz -2 4
C -3.699 1.691 -2.175
C -2.658 1.823 -1.062
C -3.121 0.815 -3.286
C -1.586 0.748 -3.065
H -3.340 1.267 -4.254
H -3.580 -0.179 -3.256
C -1.335 1.744 -1.807
H -2.774 1.006 -0.332
H -2.769 2.790 -0.544
C -0.115 1.807 -0.865
H -1.277 2.703 -2.361
H -1.051 1.218 -3.919
C -1.151 -0.657 -2.999
C -5.018 1.183 -1.645
C -4.108 3.036 -2.778
O -4.336 3.236 -3.964
O -5.117 0.359 -0.741
O -6.070 1.753 -2.248
O -4.233 4.011 -1.866
C -4.836 5.173 -2.439
H -4.960 5.865 -1.611
H -5.798 4.894 -2.878
H -4.189 5.588 -3.218
C -7.326 1.344 -1.710
H -7.423 0.251 -1.736
H -8.071 1.822 -2.345
H -7.418 1.694 -0.674
O 0.314 0.674 -0.209
H -0.373 2.539 -0.072
H 0.717 2.238 -1.451
C 0.206 -1.021 -3.466
C -1.911 -1.586 -2.141
H -2.621 -2.225 -2.706
H -2.509 -1.003 -1.418
H -1.205 -2.260 -1.623
H 0.600 -1.799 -2.778
H 0.843 -0.111 -3.487
H 0.218 -1.463 -4.484
Er 1.439 -0.651 0.621
C 3.906 -0.046 0.647
C 3.495 0.831 -0.409
C 2.716 1.871 0.172
H 3.734 0.741 -1.473
C 2.543 1.592 1.557
C 3.326 0.446 1.868
H 3.479 0.034 2.864
H 4.563 -0.913 0.546
H 2.343 2.758 -0.344
H 1.930 2.165 2.257
C 0.088 -2.624 1.628
C 0.828 -2.148 2.872
C 0.411 -0.677 2.907
H 0.491 -2.680 3.786
C -0.646 -0.467 2.033
C -0.854 -1.669 1.248
H -1.666 -1.779 0.525
H 0.237 -3.619 1.198
H 0.765 0.025 3.663
H -1.246 0.440 1.945
C 6.427 -2.743 2.049
Si 5.209 -2.938 3.460
C 5.239 -4.690 4.119
C 5.638 -1.711 4.815
C 3.486 -2.545 2.929
C 2.282 -2.318 2.801
H 7.334 -3.340 2.223
H 6.740 -1.698 1.928
H 5.980 -3.082 1.106
H 6.118 -4.875 4.750
H 4.339 -4.867 4.723
H 5.247 -5.420 3.299
H 6.053 -0.783 4.400
H 4.733 -1.460 5.384
H 6.374 -2.126 5.517
*
```